Computed, not measured: an isolated ion of composition C23H47BClN3O6PS and charge +1 at a distorted geometry, with ωB97M-V/def2-TZVPD.

Geometry (Å):
C 0.087 -3.624 1.879
C 0.543 -3.485 0.577
C 0.799 -2.275 -0.358
C 0.825 -0.785 0.207
P 2.141 -1.089 1.581
O 3.297 0.183 1.730
O 1.489 -1.264 3.127
S 3.460 -2.507 1.326
C 1.470 0.310 -0.765
C 1.276 0.179 -2.323
C 2.215 1.131 -3.238
C 1.413 -1.166 -3.129
C 2.769 -1.979 -3.165
C 3.992 -1.465 -2.323
C 1.274 1.806 -0.149
Cl 0.632 2.975 -1.479
C 2.582 2.590 0.248
C 3.961 2.318 -0.464
C 0.240 1.846 1.130
N 0.895 1.443 2.404
B -0.074 3.393 1.612
O 0.017 4.599 0.858
O -0.438 3.773 2.955
C -1.058 0.943 0.842
C -1.922 1.481 -0.368
C -3.472 1.476 -0.502
N -4.341 0.368 -0.095
C -2.016 0.736 2.070
C -2.909 2.099 2.463
C -4.389 1.743 3.153
O -3.085 2.346 3.894
N -0.593 -0.536 0.635
O -1.565 -1.029 -0.205
C -2.408 -2.101 0.115
C -3.109 -2.531 -1.283
C -2.732 -4.059 -1.621
H -0.753 -2.987 2.267
H 0.510 -4.381 2.600
H 0.760 -4.484 0.078
H 0.063 -2.448 -1.210
H 1.789 -2.487 -0.867
H 3.547 0.198 2.672
H 2.176 -1.709 3.663
H 2.584 0.084 -0.647
H 0.202 0.498 -2.546
H 2.782 1.918 -2.704
H 2.911 0.585 -3.920
H 1.495 1.677 -3.930
H 1.270 -0.859 -4.223
H 0.538 -1.891 -3.057
H 3.139 -2.136 -4.227
H 2.538 -3.034 -2.799
H 4.357 -0.423 -2.591
H 3.876 -1.477 -1.205
H 4.875 -2.142 -2.553
H 2.878 2.532 1.345
H 2.416 3.711 0.135
H 4.254 1.253 -0.642
H 4.006 2.965 -1.398
H 4.791 2.750 0.183
H 0.282 1.168 3.164
H 1.513 2.144 2.809
H -0.865 4.898 0.579
H -0.757 3.031 3.489
H -1.725 2.608 -0.396
H -1.488 1.195 -1.380
H -3.926 2.408 -0.010
H -3.707 1.667 -1.601
H -5.123 0.333 -0.757
H -4.699 0.446 0.857
H -2.888 0.055 1.896
H -1.556 0.369 3.029
H -2.869 3.010 1.736
H -4.929 2.270 3.983
H -4.837 2.473 2.356
H -0.682 -1.071 1.529
H -3.312 -1.907 0.781
H -2.027 -3.087 0.484
H -2.651 -1.931 -2.130
H -4.225 -2.418 -1.233
H -3.157 -4.407 -2.597
H -3.044 -4.713 -0.745
H -1.595 -4.095 -1.607

Summary:
electronic energy: -2744.222407 hartree
HOMO level: -10.974 eV
molecular weight: 570.95 g mol⁻¹
frontier orbital gap: 7.83 eV
structure (SMILES): C=CC[C@@]1(P(O)(O)=S)[C@@H]([C@@H](C)CCC)[C@](Cl)(CC)[C@@](N)(B(O)O)[C@](CCN)(C[C@H]2CO2)[N@H+]1OCCC
total charge: +1